No. 1
14 unconnected molecules or ions with the total composition C5H35INO16, computed with ωB97M-V/def2-TZVPD.

Computed properties:
net charge: -1
LUMO energy: 1.9263 eV
E_tot: -48105.0374 eV
HOMO energy: -5.516 eV

Cartesian coordinates (Å):
C  5.025  0.168  -1.657
C  3.735  0.129  -0.874
C  2.567  -0.489  -1.615
I  2.905  -2.599  -1.962
N  1.336  -0.205  -0.885
O  0.928  -1.231  -0.034
C  0.235  0.221  -1.725
C  -0.853  0.899  -0.900
O  -0.566  1.940  -0.275
O  -1.974  0.334  -1.009
H  4.981  0.890  -2.452
H  5.355  -0.804  -1.986
H  5.790  0.537  -0.986
H  3.394  1.111  -0.584
H  3.857  -0.452  0.032
H  2.478  -0.030  -2.589
H  0.337  -1.815  -0.536
H  0.568  0.928  -2.462
H  -0.241  -0.648  -2.179
O  5.812  -4.320  -2.494
H  5.918  -4.570  -1.568
H  5.546  -5.131  -2.936
O  -4.720  0.012  -0.400
H  -4.876  0.840  0.077
H  -3.788  0.111  -0.685
O  6.419  2.415  -2.742
H  6.378  3.222  -2.219
H  7.284  2.462  -3.164
O  -1.861  0.259  -3.964
H  -1.948  0.242  -2.993
H  -2.538  0.889  -4.228
O  -5.713  2.214  1.911
H  -6.537  1.916  2.312
H  -5.038  1.708  2.381
O  -7.043  0.129  3.351
H  -6.332  -0.329  2.886
H  -7.745  -0.527  3.410
O  -4.976  0.748  -3.279
H  -4.939  0.534  -2.330
H  -5.137  -0.100  -3.700
O  6.899  -4.049  0.532
H  7.670  -3.636  0.929
H  6.584  -4.662  1.202
O  -3.797  1.139  4.250
H  -3.900  1.994  4.679
H  -2.896  1.173  3.896
O  -2.150  2.874  2.485
H  -1.843  2.631  1.584
H  -2.703  3.650  2.358
O  -1.988  -0.672  5.799
H  -1.670  -0.871  4.914
H  -2.563  0.095  5.675
O  6.658  -0.736  -4.066
H  6.606  0.059  -3.527
H  7.526  -0.707  -4.478
O  -8.045  0.214  6.568
H  -7.981  0.226  5.608
H  -7.245  -0.242  6.845

=====

No. 2
A gas-phase ion, C5H6Cl2N3O2 (charge +1), computed with ωB97M-V/def2-TZVPD.

Computed properties:
net charge: +1
LUMO energy (alpha / beta): -4.7436 / -8.7946 eV
E_tot: -38876.7631 eV
HOMO energy (alpha / beta): -11.985 / -15.203 eV
multiplicity: 3

Cartesian coordinates (Å):
C  0.020  -0.863  -1.660
C  -0.672  1.127  -2.684
C  -0.908  0.878  -0.245
C  0.447  0.205  -0.181
C  0.861  -0.503  1.179
N  -0.374  -0.196  -2.633
N  -1.033  1.625  -1.466
N  1.564  1.198  -0.533
O  1.565  1.633  -1.667
O  2.289  1.477  0.378
Cl  -0.962  2.034  -4.083
Cl  -2.119  -0.559  -0.304
H  0.096  -1.932  -1.845
H  -1.041  1.427  0.628
H  1.605  -1.290  1.012
H  0.021  -1.130  1.606
H  1.035  0.288  1.900
H  -1.384  2.558  -1.447

=====

No. 3
5 unconnected molecules or ions with the total composition C32H38ClFOPS, computed with ωB97M-V/def2-TZVPD.

Computed properties:
net charge: +1
LUMO energy: -4.2554 eV
E_tot: -71202.1348 eV
HOMO energy: -10.666 eV

Cartesian coordinates (Å):
C  6.974  0.627  3.262
C  7.170  -0.145  2.327
C  7.321  -0.971  0.986
C  6.037  -0.603  0.088
C  4.751  -1.352  0.726
S  3.442  -0.179  1.304
C  1.828  -1.069  1.632
C  1.752  -2.519  0.975
C  2.383  -3.586  1.976
F  0.388  -2.893  0.766
P  3.154  1.276  -0.318
O  3.731  2.715  0.373
Cl  1.109  1.549  -0.660
H  6.538  1.463  3.876
H  7.385  -2.071  1.232
H  8.246  -0.626  0.420
H  5.855  0.508  0.215
H  6.167  -0.927  -0.984
H  4.382  -2.085  -0.051
H  5.123  -1.940  1.617
H  0.931  -0.489  1.260
H  1.705  -1.185  2.754
H  2.253  -2.568  -0.042
H  2.110  -3.271  3.034
H  1.935  -4.605  1.805
H  3.518  -3.569  1.933
H  3.266  2.889  1.222
C  -0.814  -2.476  -4.265
C  -0.565  -2.149  -5.594
C  0.165  -1.007  -5.904
C  0.654  -0.196  -4.886
C  0.407  -0.525  -3.558
C  -0.330  -1.662  -3.247
H  -1.386  -3.364  -4.024
H  -0.940  -2.785  -6.388
H  0.353  -0.749  -6.940
H  1.227  0.693  -5.129
H  0.790  0.107  -2.764
H  -0.527  -1.915  -2.211
C  -1.917  0.533  4.488
C  -1.247  0.465  3.271
C  -1.239  1.564  2.419
C  -1.892  2.734  2.787
C  -2.558  2.804  4.005
C  -2.575  1.702  4.854
H  -1.927  -0.325  5.151
H  -0.732  -0.447  2.987
H  -0.722  1.509  1.466
H  -1.881  3.593  2.125
H  -3.066  3.717  4.293
H  -3.100  1.755  5.801
C  -5.703  -1.816  7.905
C  -5.033  -1.885  6.688
C  -5.024  -0.787  5.836
C  -5.678  0.385  6.205
C  -6.345  0.454  7.423
C  -6.361  -0.647  8.271
H  -5.713  -2.674  8.568
H  -4.518  -2.796  6.404
H  -4.507  -0.842  4.884
H  -5.667  1.243  5.542
H  -6.853  1.368  7.711
H  -6.886  -0.595  9.218
C  -1.470  3.435  -9.835
C  -2.608  3.254  -9.058
C  -2.585  2.369  -7.986
C  -1.420  1.672  -7.685
C  -0.281  1.857  -8.460
C  -0.306  2.735  -9.537
H  -1.489  4.123  -10.673
H  -3.515  3.802  -9.289
H  -3.475  2.223  -7.384
H  -1.401  0.986  -6.846
H  0.629  1.314  -8.224
H  0.581  2.874  -10.145

=====

No. 4
A molecular structure, C4BO8Sn, computed with ωB97M-V/def2-TZVPD.

Computed properties:
net charge: +1
LUMO energy: -10.2447 eV
E_tot: -27024.6897 eV
HOMO energy: -11.760 eV

Cartesian coordinates (Å):
Sn  -1.572  -19.618  -6.691
O  -3.449  -27.817  -8.668
C  -3.653  -27.072  -9.621
O  -3.773  -27.479  -10.920
B  -4.020  -26.293  -11.782
O  -4.208  -25.222  -10.763
C  -3.979  -25.610  -9.493
O  -4.137  -24.896  -8.517
O  -5.191  -26.407  -12.660
C  -4.780  -26.310  -13.925
O  -5.488  -26.397  -14.875
C  -3.237  -26.139  -13.896
O  -2.884  -26.020  -12.649
O  -2.551  -25.958  -14.943

=====

No. 5
A molecular structure, C34H38N8O4PdS, computed with ωB97M-V/def2-TZVPD.

Computed properties:
net charge: +2
LUMO energy (alpha / beta): -6.2300 / -8.4274 eV
E_tot: -70279.7738 eV
HOMO energy (alpha / beta): -13.370 / -14.372 eV
multiplicity: 5

Cartesian coordinates (Å):
Pd  -1.682  -0.229  -0.665
C  2.536  -3.894  1.300
C  2.112  -2.672  1.818
C  0.871  -2.170  1.493
C  -0.007  -2.910  0.676
C  0.436  -4.150  0.160
C  1.697  -4.622  0.463
N  -1.228  -2.363  0.351
C  -2.316  -3.205  0.210
C  -2.438  -4.448  0.814
C  -3.610  -5.210  0.673
C  -4.692  -4.719  -0.023
C  -4.642  -3.434  -0.563
C  -3.477  -2.672  -0.440
N  -3.420  -1.362  -0.822
N  -4.627  -0.736  -0.761
C  -4.660  0.226  0.186
C  -5.914  0.812  0.451
C  -6.002  1.812  1.400
C  -4.840  2.219  2.034
C  -3.624  1.614  1.687
N  -3.506  0.642  0.803
H  3.519  -4.274  1.542
H  2.757  -2.121  2.490
H  0.525  -1.240  1.917
H  -0.190  -4.698  -0.531
H  2.034  -5.559  0.041
H  -1.646  -4.822  1.446
H  -3.657  -6.186  1.136
H  -5.591  -5.311  -0.130
H  -5.481  -3.022  -1.105
H  -6.775  0.449  -0.092
H  -6.954  2.268  1.634
H  -4.847  3.000  2.781
H  -2.715  1.967  2.160
C  -3.591  2.244  -1.898
N  -2.223  1.688  -1.917
C  -1.298  2.768  -1.521
C  -1.928  1.259  -3.300
C  -0.792  0.292  -3.322
C  0.054  0.192  -4.422
C  0.996  -0.823  -4.508
C  1.073  -1.773  -3.505
C  0.254  -1.687  -2.381
C  -0.631  -0.634  -2.293
H  -3.678  3.012  -2.673
H  -3.794  2.711  -0.937
H  -4.318  1.464  -2.103
H  -1.493  3.660  -2.123
H  -0.270  2.455  -1.688
H  -1.440  3.009  -0.468
H  -1.730  2.132  -3.931
H  -2.823  0.773  -3.695
H  -0.043  0.913  -5.225
H  1.651  -0.878  -5.366
H  1.778  -2.591  -3.581
H  0.342  -2.432  -1.610
C  8.252  2.154  1.721
C  6.890  1.573  2.090
S  5.624  2.377  1.148
O  5.669  1.912  -0.218
O  5.638  3.788  1.424
C  4.077  1.747  1.800
C  2.987  2.587  1.145
N  1.688  1.894  1.124
C  1.210  1.239  0.040
N  0.008  0.720  0.310
C  -0.282  1.039  1.608
C  0.745  1.760  2.112
N  0.834  2.323  3.436
O  -0.184  2.279  4.093
O  1.904  2.771  3.786
C  1.999  1.129  -1.215
H  9.021  1.640  2.293
H  8.293  3.216  1.956
H  8.460  2.017  0.662
H  6.652  1.733  3.142
H  6.825  0.509  1.856
H  4.050  1.827  2.884
H  4.014  0.703  1.487
H  3.238  2.770  0.103
H  2.879  3.548  1.637
H  -1.165  0.695  2.114
H  2.113  2.103  -1.696
H  1.516  0.452  -1.905
H  3.003  0.757  -1.003

=====

No. 6
A single C2FN3 molecule, computed with ωB97M-V/def2-TZVPD.

Computed properties:
net charge: 0
LUMO energy (alpha / beta): -2.4214 / -3.7900 eV
E_tot: -9255.7788 eV
HOMO energy (alpha / beta): -11.199 / -10.901 eV

Cartesian coordinates (Å):
C  1.476  -0.485  0.130
C  -1.006  0.362  -0.116
N  2.630  -0.844  0.298
N  0.289  0.278  -0.123
N  -1.625  -0.740  0.074
F  -1.764  1.430  -0.262

=====

Question: What is the formula in the second record?
Answer: C5H6Cl2N3O2

=====

Question: E_tot of number 3 (C32H38ClFOPS)?
Answer: -71202.1348 eV